# 1
Computed, not measured: C18H19NO2 as an isolated structure at a distorted geometry, with the ωB97M-V functional and the def2-TZVPD basis.

Last column: natural (NBO) charge in e.
Cartesian coordinates (Å):
C (1.2044, 2.1404, 1.9543)  -0.728
C (0.7009, 1.0816, 1.1091)  0.633
C (1.3431, 0.2485, -0.0051)  -0.482
C (1.7427, -1.0873, 0.5800)  0.565
C (3.1413, -1.4646, 0.4334)  -0.083
C (4.0957, -0.6958, 1.1031)  -0.223
C (5.3529, -1.2681, 1.3326)  -0.193
C (5.6375, -2.5317, 0.8040)  -0.201
C (4.7186, -3.2250, -0.0045)  -0.195
C (3.4511, -2.6762, -0.1969)  -0.196
O (0.9339, -1.7905, 1.1761)  -0.489
O (-0.5594, 0.8681, 0.7649)  -0.329
H (2.0804, 1.7361, 2.4841)  0.250
H (1.4998, 3.0267, 1.3545)  0.280
H (0.4699, 2.4500, 2.7179)  0.273
H (2.1082, 0.7237, -0.6081)  0.257
H (3.8105, 0.2817, 1.5073)  0.206
H (6.0741, -0.7255, 1.9564)  0.224
H (6.6153, -2.9889, 1.0005)  0.224
H (4.9512, -4.1903, -0.4563)  0.228
H (2.6731, -3.1715, -0.7734)  0.230
C (-2.7450, -1.7093, -0.8910)  -0.423
N (-2.3999, -0.3021, -0.8726)  -0.671
C (-3.2320, 0.7131, -0.9461)  0.197
C (-4.6187, 0.4592, -1.1993)  -0.324
C (-5.5456, 1.4916, -1.2525)  -0.178
C (-5.1340, 2.8173, -1.0538)  -0.326
C (-3.7820, 3.1138, -0.8075)  -0.200
C (-2.8311, 2.1024, -0.7852)  -0.310
C (0.0117, 0.1876, -0.5331)  -0.031
H (-3.6721, -1.9966, -0.3464)  0.173
H (-2.8904, -2.0397, -1.9513)  0.171
H (-1.8800, -2.2404, -0.4451)  0.173
H (-4.8916, -0.5799, -1.3763)  0.196
H (-6.5750, 1.2152, -1.4571)  0.198
H (-5.8851, 3.6118, -1.0526)  0.198
H (-3.4706, 4.1400, -0.6410)  0.196
H (-1.7729, 2.3311, -0.6571)  0.172
H (-0.3380, 0.7549, -1.3989)  0.269
H (-0.3931, -0.8113, -0.5670)  0.269

Values from the calculation:
Frontier orbital gap ... 3.4 eV
LUMO level ... -1.699 eV
Net charge ... 0

---

# 2
Computed, not measured: a 5-piece molecular cluster, C5H20NO5 overall at a distorted geometry, with the ωB97M-V functional and the def2-TZVPD basis.

Last column: natural (NBO) charge in e.
Cartesian coordinates (Å):
C (0.7492, -0.3265, 2.1015)  -0.068
O (0.3658, 0.6728, 1.1655)  -0.731
C (1.5853, -1.4865, 1.5203)  -0.425
C (1.5903, -1.5832, 0.0014)  -0.429
C (0.2673, -1.9921, -0.6149)  -0.351
C (-0.8165, -2.4036, 0.1455)  -0.311
N (-2.1009, -2.5180, -0.5961)  -0.832
H (1.2856, 0.1047, 2.9523)  0.145
H (-0.1745, -0.7183, 2.5312)  0.169
H (1.0733, 1.3359, 1.1326)  0.481
H (2.6269, -1.3333, 1.8321)  0.188
H (1.2495, -2.4108, 1.9748)  0.198
H (1.8688, -0.6259, -0.4439)  0.220
H (2.3774, -2.2897, -0.2832)  0.200
H (0.1752, -1.7859, -1.6777)  0.196
H (-0.8139, -2.8989, 1.0979)  0.192
H (-2.1233, -3.4294, -1.0907)  0.259
H (-2.1465, -1.7147, -1.2515)  0.472
H (-2.8696, -2.4534, 0.0408)  0.407
H (-2.7544, 0.7025, -1.1129)  0.515
H (-3.3444, 0.1775, -2.4814)  0.480
O (-2.7832, -0.0394, -1.7365)  -0.992
H (1.7607, 2.5052, -2.1736)  0.467
H (3.1047, 1.9127, -1.7546)  0.464
O (2.1876, 1.6701, -1.9383)  -0.930
H (2.9849, 2.7942, 1.6288)  0.475
H (1.8636, 3.7504, 2.0696)  0.477
O (2.1422, 3.1768, 1.3493)  -0.945
H (-3.1565, 3.0441, -0.1130)  0.483
H (-2.1932, 3.2774, -1.3192)  0.484
O (-2.6720, 2.6050, -0.8289)  -0.959

Values from the calculation:
Frontier orbital gap (alpha / beta) ... 2.9 / 8.0 eV
LUMO level (alpha / beta) ... 0.236 / 0.203 eV
Net charge ... 0
Multiplicity ... 2

---

# 3
Computed, not measured: a 4-piece molecular cluster, C4H13NO3 overall at a distorted geometry, with the ωB97M-V functional and the def2-TZVPD basis.

Last column: natural (NBO) charge in e.
Cartesian coordinates (Å):
C (1.4119, -1.8423, 0.5111)  -0.430
N (0.7789, -1.3394, -0.7047)  -0.357
C (0.5826, -2.2970, -1.7707)  -0.434
C (0.0620, -0.1158, -0.6876)  -0.264
C (-1.2644, 0.0817, -0.2909)  0.278
O (-1.8953, 1.1402, -0.3974)  -0.643
H (1.9938, -1.0658, 0.9840)  0.243
H (2.1518, -2.6239, 0.2090)  0.207
H (0.7125, -2.2305, 1.2643)  0.215
H (1.4575, -2.3404, -2.4485)  0.190
H (0.3715, -3.2988, -1.3496)  0.195
H (-0.3107, -2.0579, -2.4154)  0.227
H (0.5149, 0.7430, -1.1976)  0.234
H (-0.9210, -2.1426, -0.5056)  0.223
H (-1.7717, -0.7606, 0.2751)  0.165
H (-0.9655, 2.3753, 0.2018)  0.495
H (-0.9078, 3.8543, 0.6681)  0.475
O (-0.3789, 3.0470, 0.6441)  -0.995
H (0.4601, 0.5123, 1.2931)  0.451
H (0.3966, 1.8506, 1.9141)  0.499
O (0.6142, 0.9297, 2.1456)  -0.974

Values from the calculation:
Frontier orbital gap ... 5.9 eV
LUMO level ... -2.729 eV
Net charge ... 0

---

# 4
Computed, not measured: C4H7NS2 as an isolated structure at a distorted geometry, with the ωB97M-V functional and the def2-TZVPD basis.

Last column: natural (NBO) charge in e.
Cartesian coordinates (Å):
C (1.8051, 1.4241, 0.8307)  -0.661
C (0.5392, 1.0196, 0.0338)  -0.138
C (0.2320, 1.7776, -1.0389)  -0.329
C (0.2669, -0.4431, -0.1619)  0.087
H (2.7693, 1.1942, -0.1503)  0.263
H (1.5010, 2.6202, 1.0559)  0.230
H (2.3454, 0.6703, 2.0900)  0.252
H (0.5619, 2.7813, -0.9446)  0.193
H (-0.2356, 1.4690, -2.0529)  0.226
H (-1.1753, -1.7426, -0.8279)  0.417
H (-2.4016, -0.4886, 1.5728)  0.118
N (-0.9994, -0.8684, -0.4217)  -0.704
S (1.5277, -1.5161, -0.0572)  -0.112
S (-2.3670, 0.0727, 0.3214)  0.158

Values from the calculation:
Frontier orbital gap ... 8.3 eV
LUMO level ... -0.113 eV
Net charge ... 0

---

# 5
Computed, not measured: C3H6BrCoO as an isolated structure at a distorted geometry, with the ωB97M-V functional and the def2-TZVPD basis.

Last column: natural (NBO) charge in e.
Cartesian coordinates (Å):
Co (-5.1204, -0.0379, 0.6775)  0.681
Br (-3.3307, 0.1289, 2.6483)  -0.677
C (1.9159, 0.4617, -0.8726)  -0.730
C (0.4425, 0.1942, -0.7229)  0.584
O (-0.2934, 0.4172, -1.6911)  -0.556
C (-0.0967, -0.5173, 0.5033)  -0.723
H (2.2893, -0.4318, -1.3730)  0.245
H (2.4689, 0.6845, 0.0400)  0.221
H (2.2146, 1.2063, -1.6104)  0.244
H (-0.8393, 0.0471, 1.0673)  0.262
H (0.8669, -0.6442, 0.9967)  0.208
H (-0.5177, -1.5088, 0.3368)  0.242

Values from the calculation:
Frontier orbital gap (alpha / beta) ... 8.6 / 6.5 eV
LUMO level (alpha / beta) ... 0.202 / -2.949 eV
Net charge ... 0
Multiplicity ... 5

---

# 6
Computed, not measured: C20H25N5O10SSr as an isolated structure, with the ωB97M-V functional and the def2-TZVPD basis.

Last column: natural (NBO) charge in e.
Cartesian coordinates (Å):
Sr (-1.4228, 0.0719, 0.0382)  1.809
O (-5.5066, -1.1269, 1.2369)  -0.770
C (-4.2165, -1.1242, 0.7690)  0.808
O (-3.2539, -0.8700, 1.5236)  -0.812
C (-4.0334, -2.2002, -0.2992)  -0.132
O (-2.7784, -1.9849, -0.9081)  -0.577
C (-2.1075, -3.1293, -1.3951)  -0.174
C (-0.6145, -2.8248, -1.6427)  0.764
O (-0.0021, -3.6589, -2.3179)  -0.735
O (-0.1666, -1.7695, -1.1088)  -0.856
H (-5.6712, -0.1894, 1.4856)  0.517
H (-4.8408, -2.1618, -1.0334)  0.182
H (-4.0496, -3.1685, 0.2166)  0.173
H (-2.5600, -3.4847, -2.3263)  0.172
H (-2.1595, -3.9403, -0.6578)  0.174
N (-0.6969, 0.9338, -2.4941)  -0.877
C (-0.8955, 2.3631, -2.7677)  -0.299
C (-2.1665, 2.9073, -2.1018)  0.601
O (-2.6857, 3.9243, -2.6183)  -0.776
N (-2.5774, 2.2082, -1.0636)  -0.761
C (-3.8670, 2.5979, -0.5401)  -0.340
C (-4.5627, 1.4080, 0.1078)  0.803
O (-5.3749, 1.5564, 1.0289)  -0.725
O (-4.2257, 0.2607, -0.3864)  -0.706
H (0.1447, 0.5757, -2.9312)  0.366
H (-1.4713, 0.4085, -2.8895)  0.368
H (-0.9796, 2.5961, -3.8340)  0.173
H (-0.0296, 2.9115, -2.3888)  0.196
H (-4.5235, 2.9814, -1.3338)  0.211
H (-3.8210, 3.3934, 0.2145)  0.182
C (5.6940, -3.8010, -1.6754)  -0.616
C (4.9773, -2.8549, -0.7466)  -0.069
C (5.6466, -2.2175, 0.2917)  -0.219
C (4.9842, -1.3462, 1.1482)  -0.292
C (3.6331, -1.0844, 0.9601)  0.371
C (2.9484, -1.7136, -0.0790)  -0.291
C (3.6180, -2.5928, -0.9115)  -0.191
S (1.5526, -0.8366, 2.5904)  1.647
O (1.9103, -0.6022, 3.9977)  -0.994
O (3.0036, -0.1951, 1.7854)  -0.756
N (0.4576, 0.1601, 2.0441)  -1.001
C (0.3057, 1.4767, 2.4028)  0.386
C (1.0543, 2.1868, 3.3659)  -0.306
C (0.7478, 3.5095, 3.5937)  -0.164
C (-0.2766, 4.1322, 2.8830)  -0.331
C (-0.9509, 3.3715, 1.9468)  0.063
N (-0.6750, 2.0931, 1.7120)  -0.544
H (6.7299, -3.9477, -1.3637)  0.195
H (5.7032, -3.4211, -2.6999)  0.207
H (5.2067, -4.7781, -1.6990)  0.210
H (6.7046, -2.4109, 0.4424)  0.188
H (5.4988, -0.8575, 1.9663)  0.210
H (1.8924, -1.5282, -0.2343)  0.262
H (3.0568, -3.0800, -1.7033)  0.227
H (1.8359, 1.6770, 3.9055)  0.246
H (1.3135, 4.0663, 4.3331)  0.195
H (-0.5352, 5.1703, 3.0410)  0.203
H (-1.7424, 3.7946, 1.3367)  0.205
N (1.8943, 1.6962, -0.7187)  -1.092
H (2.3150, 1.3326, 0.1328)  0.375
H (1.0930, 2.2497, -0.4304)  0.358
H (1.5187, 0.8859, -1.2003)  0.360

Values from the calculation:
Frontier orbital gap ... 7.2 eV
LUMO level ... 4.436 eV
Net charge ... -2

---

Number 1: M 281.4 g/mol. Number 2: M 174.2 g/mol. Number 3: M 123.2 g/mol. Number 4: M 133.2 g/mol. Number 5: M 196.9 g/mol. Number 6: M 615.1 g/mol.